Run P
# C14H21BrN2O3

A single C14H21BrN2O3 molecule (the ωB97M-V functional and the def2-TZVPD basis, the OMol25 dataset).

Computed properties:
SMILES: CCCNCc1cc(OCC)c(OCC(N)=O)cc1Br
HOMO energy (eV): -8.2
HOMO-LUMO gap (eV): 8.7115

ORCA input file:
```
! RIJCOSX wB97M-V def2-TZVPD def2/J DEFGRID3
* xyz 0 1
C -2.21178 -3.26912 -2.36648
C -3.26128 -2.18256 -2.15630
C -2.84893 -1.15800 -1.10175
N -2.93678 -1.72684 0.23239
C -2.55515 -0.81133 1.29337
C -1.10489 -0.39606 1.21713
C -0.12186 -1.32856 1.53750
C 1.22798 -1.06951 1.38488
O 2.17776 -1.99271 1.74358
C 2.25181 -3.14124 0.91255
C 2.88814 -2.83390 -0.43822
C 1.64109 0.17968 0.88560
O 2.98295 0.36550 0.75829
C 3.43287 1.40994 -0.05858
C 2.92498 1.27052 -1.50217
N 3.26336 2.31034 -2.29542
O 2.28331 0.32440 -1.88783
C 0.67626 1.12761 0.58302
C -0.66807 0.82870 0.74024
Br -1.90317 2.20429 0.27320
H -2.09371 -3.88029 -1.47428
H -2.50570 -3.92447 -3.18316
H -1.24847 -2.82550 -2.61202
H -3.42300 -1.65740 -3.09947
H -4.20627 -2.63481 -1.85173
H -3.53652 -0.30665 -1.13248
H -1.83721 -0.78553 -1.34117
H -2.35791 -2.55984 0.28156
H -2.74022 -1.31671 2.24604
H -3.21445 0.05799 1.23360
H -0.42433 -2.29325 1.92078
H 1.25259 -3.57462 0.76830
H 2.86498 -3.85082 1.47396
H 2.93975 -3.73970 -1.03676
H 2.30793 -2.08585 -0.97474
H 3.89227 -2.44463 -0.29185
H 4.52376 1.32400 -0.05732
H 3.15820 2.39555 0.34439
H 2.98892 2.28675 -3.26390
H 3.82022 3.08034 -1.97180
H 0.94806 2.09619 0.19380
*
```


Run Q
# C14H21BrN2O3

A molecular structure, C14H21BrN2O3 (the ωB97M-V functional and the def2-TZVPD basis, the OMol25 dataset).

Computed properties:
HOMO energy (eV): -8.3
HOMO-LUMO gap (eV): 8.8307

ORCA input file:
```
! RIJCOSX wB97M-V def2-TZVPD def2/J DEFGRID3
* xyz 0 1
C -1.58592 0.25412 -3.32038
C -2.98897 0.98805 -2.94787
C -3.75570 0.15439 -2.04067
C -3.04181 0.01223 -0.50956
N -2.94223 1.35488 0.40954
H -3.74478 1.70632 0.15132
C -1.72567 1.78071 0.37851
C -0.58534 1.28847 0.92018
C -0.72076 0.85718 2.24206
C 0.13625 0.09721 2.95859
C 1.40464 -0.36375 2.07669
C 1.65459 0.11177 0.82731
C 0.52154 0.94608 0.46579
H 0.61656 1.07586 -0.81797
O 2.70293 -0.23655 0.29651
C 2.89881 -0.12175 -0.99642
H 2.86718 1.08793 -1.00246
H 3.85249 -0.50104 -1.22077
H 2.06238 -0.30695 -1.84432
O 2.20103 -1.16799 2.97737
C 3.67128 -0.98099 2.70213
C 4.05512 -2.26667 1.56055
O 5.02711 -2.05287 0.90220
N 3.11887 -3.27344 1.47479
H 3.39321 -3.59571 0.62597
H 2.19263 -3.04139 1.99112
H 4.06974 -1.30510 3.81156
H 3.94537 -0.03478 2.23556
H 0.07915 -0.35129 4.00425
Br -2.42532 1.22193 3.27840
H -1.35520 2.25055 -0.89501
H -1.85085 2.99284 0.78800
H -3.62717 -0.77491 -0.00677
H -1.96513 -0.40548 -0.47212
H -4.60566 0.49902 -1.74255
H -3.78076 -0.97059 -2.53496
H -2.65537 2.09989 -2.56330
H -3.55556 0.77934 -3.83919
H -1.63719 -0.70673 -3.78132
H -0.92358 0.78497 -4.16680
H -0.99793 0.11426 -2.37593
*
```


Result of the stability comparison: run Q is the least stable of them.


Run P
# C11H15NO

2 unconnected molecules or ions with the total composition C11H15NO (the ωB97M-V functional and the def2-TZVPD basis, the OMol25 dataset).

Computed properties:
SMILES: Cc1c[nH]c2ccccc12.CCO
HOMO energy (eV): -7.9
HOMO-LUMO gap (eV): 8.6730

ORCA input file:
```
! RIJCOSX wB97M-V def2-TZVPD def2/J DEFGRID3
* xyz 0 1
C 0.35398 1.18704 3.23873
C 0.21431 0.39047 1.98604
C -0.90950 0.25338 1.20335
N -0.64798 -0.72123 0.25969
C 0.63995 -1.16586 0.33557
C 1.36601 -2.14709 -0.37311
C 2.71335 -2.03060 -0.24112
C 3.35439 -1.13742 0.67757
C 2.63325 -0.44333 1.61183
C 1.22816 -0.44739 1.39561
H 0.42768 2.26826 3.04788
H 1.14482 0.82125 3.87931
H -0.63823 1.25192 3.70687
H -1.73306 0.94760 1.15586
H -1.33594 -1.09836 -0.36666
H 0.85193 -2.94878 -0.88375
H 3.42881 -2.68263 -0.72894
H 4.43665 -1.12512 0.64970
H 2.94549 0.12296 2.47715
C -2.76354 0.22584 -2.64013
C -2.21732 1.65246 -2.84900
O -0.99208 1.81573 -2.10198
H -3.24128 -0.13024 -3.55251
H -3.46956 0.07040 -1.81958
H -1.93801 -0.44197 -2.38660
H -1.85129 1.74466 -3.86327
H -2.91994 2.43464 -2.56231
H -1.08105 1.33341 -1.25617
*
```


Run Q
# C11H15NO

2 unconnected molecules or ions with the total composition C11H15NO (the ωB97M-V functional and the def2-TZVPD basis, the OMol25 dataset).

Computed properties:
SMILES: Cc1c[nH]c2ccccc12.CCO
HOMO energy (eV): -7.8
HOMO-LUMO gap (eV): 8.6686

ORCA input file:
```
! RIJCOSX wB97M-V def2-TZVPD def2/J DEFGRID3
* xyz 0 1
C 0.10161 -2.61240 -2.52829
C -0.84944 -2.31132 -1.43005
C -2.02378 -3.01701 -1.24196
N -2.61155 -2.60508 -0.07515
C -1.84512 -1.61930 0.53440
C -2.17721 -1.05587 1.78457
C -1.21545 -0.08561 2.11219
C -0.10344 0.20721 1.33487
C 0.22537 -0.45209 0.17645
C -0.70858 -1.43620 -0.26085
H 0.84372 -3.21881 -2.04535
H 0.64011 -1.75019 -2.92576
H -0.31639 -3.08582 -3.41681
H -2.40347 -3.92986 -1.66837
H -3.19316 -3.22797 0.46344
H -3.17989 -1.11978 2.11771
H -1.38780 0.43892 3.03822
H 0.68318 0.97284 1.66412
H 1.16384 -0.25402 -0.32034
C 1.65133 3.68478 -0.49821
C 2.21696 2.71430 0.53547
O 2.90330 3.52955 1.53458
H 0.87687 3.34438 -1.20807
H 2.54451 4.05752 -1.03083
H 1.34206 4.58592 0.02693
H 1.47186 2.12616 1.10977
H 3.07834 2.12193 0.13008
H 2.27223 3.99782 2.08725
*
```


Result of the stability comparison: run Q is the least stable of them.


Run P
# C3H5N2OS

A molecular structure, C3H5N2OS (the ωB97M-V functional and the def2-TZVPD basis, the OMol25 dataset).

Computed properties:
HOMO energy (eV): -14.3
HOMO-LUMO gap (eV): 8.9353

ORCA input file:
```
! RIJCOSX wB97M-V def2-TZVPD def2/J DEFGRID3
* xyz 1 1
C 1.78824 -1.10265 -1.03526
C -0.96452 0.20090 1.05353
C -1.50340 1.55457 0.94276
N -0.53644 -0.51654 0.12019
N -0.02516 -1.20733 -0.67993
O 2.46305 -0.54684 -0.22819
S 1.98744 -2.08408 -2.34181
H -1.24043 -0.36017 1.93384
H -2.61605 1.38693 1.23390
H -1.74667 1.94483 -0.02723
H -0.86153 2.27254 1.59921
H 3.25546 -1.54216 -2.57100
*
```


Run Q
# C3H5N2OS

A molecular structure, C3H5N2OS (the ωB97M-V functional and the def2-TZVPD basis, the OMol25 dataset).

Computed properties:
HOMO energy (eV): -14.0
HOMO-LUMO gap (eV): 8.7420

ORCA input file:
```
! RIJCOSX wB97M-V def2-TZVPD def2/J DEFGRID3
* xyz 1 1
C 0.18538 1.66623 -0.31487
C -0.86846 -1.54152 -0.34450
C 0.14338 -1.26030 0.78126
N 1.13636 0.92539 0.39892
N -0.96898 1.12795 -0.38344
O 1.03106 -0.37904 0.90504
S 0.06464 -2.26676 -1.39644
H 0.61159 2.53973 -0.61520
H -2.00314 -1.27316 -0.21449
H 0.23522 -2.20729 1.54429
H 2.12521 1.01047 0.54227
H -1.69225 1.65830 -0.90283
*
```


Result of the stability comparison: run Q is the least stable of them.


Run P
# C3H5N3S

A single C3H5N3S molecule (the ωB97M-V functional and the def2-TZVPD basis, the OMol25 dataset).

Computed properties:
SMILES: CN(N)C(=S)C#N
HOMO energy (eV): -8.9
HOMO-LUMO gap (eV): 8.3153

ORCA input file:
```
! RIJCOSX wB97M-V def2-TZVPD def2/J DEFGRID3
* xyz 0 1
C 1.05985 0.84769 -0.07667
N 0.20389 -0.29329 0.07649
N 0.77784 -1.57494 -0.05822
C -1.15377 -0.23573 0.16416
S -2.21971 -1.57845 0.21889
C -1.66396 1.05854 0.44881
N -1.92014 2.17904 0.46433
H 0.34535 1.58910 0.46963
H 2.03323 0.70027 0.50502
H 1.17047 1.18269 -1.08493
H 1.28715 -1.51638 -0.99810
H 0.07980 -2.35856 -0.12941
*
```


Run Q
# C3H5N3S

A single C3H5N3S molecule (the ωB97M-V functional and the def2-TZVPD basis, the OMol25 dataset).

Computed properties:
SMILES: C/N=C(/C#N)NS
HOMO energy (eV): -10.0
HOMO-LUMO gap (eV): 10.3022

ORCA input file:
```
! RIJCOSX wB97M-V def2-TZVPD def2/J DEFGRID3
* xyz 0 1
C -0.99640 1.50049 0.01759
N 0.32087 1.12515 -0.23606
C 0.71072 0.01803 0.10432
C 2.10735 -0.42996 0.04125
N 3.13820 -0.90537 -0.23966
N 0.07884 -1.06023 0.62361
S -1.32204 -1.61012 -0.15034
H -1.35776 1.05199 1.00086
H -0.84366 2.58068 0.20602
H -1.71529 1.48923 -0.85813
H 0.54269 -1.88606 0.85845
H -0.66352 -1.87384 -1.36791
*
```


Result of the stability comparison: run Q is the least stable of them.